No. 1
DFT (ωB97M-V with the def2-TZVPD basis set) results for a 3-piece molecular cluster, C27H66N8O13P4S overall in a non-equilibrium geometry.

Calculated values
Gap between HOMO and LUMO in hartree: 0.26616
Max |F| in eV/A: 4.79
Total energy in eV: -115596.749
LUMO in Eh: -0.0297
Energy above the lowest of the compared OMol25 structures with the same formula, charge and spin in kcal per mole: 0.0
Net charge: 0

The geometry in XYZ format:
```
119
C27H66N8O13P4S (ωB97M-V with the def2-TZVPD basis set)
C 4.286 2.022 0.783
C 3.291 2.370 1.889
C 2.034 3.110 1.405
C 2.358 4.333 0.521
N 2.362 4.139 -0.927
C 1.108 4.279 -1.619
C 0.154 3.051 -1.673
S 0.850 1.411 -1.651
O 1.152 0.993 -2.990
O -0.040 0.591 -0.872
O 0.259 5.309 -1.108
C 0.371 6.494 -1.767
O -0.233 7.461 -1.445
C 1.392 6.371 -2.950
O 0.683 6.906 -4.055
N 1.519 7.674 -5.027
O 1.947 6.983 -5.835
P 2.750 7.523 -2.284
O 3.824 7.805 -3.494
O 3.451 6.742 -1.038
C 1.386 4.824 -3.036
C 2.336 4.028 -3.952
C 3.696 4.667 -4.303
P 4.963 3.384 -4.152
O 4.536 2.084 -4.683
O 5.341 3.268 -2.595
C 5.807 4.473 -1.950
C 6.952 4.187 -0.997
O 6.216 3.985 -4.935
C 7.230 3.069 -5.399
C 7.750 2.079 -4.373
H 4.592 2.887 0.198
H 3.894 1.251 0.112
H 5.177 1.578 1.231
H 3.794 3.077 2.556
H 3.032 1.492 2.480
H 1.561 3.503 2.309
H 1.308 2.423 0.962
H 1.715 5.159 0.810
H 3.373 4.646 0.783
H 2.870 3.314 -1.216
H -0.473 3.062 -2.563
H -0.513 3.125 -0.815
H 2.001 1.479 -0.943
H 3.949 8.756 -3.564
H 4.211 7.253 -0.736
H 0.411 4.667 -3.514
H 2.489 3.042 -3.509
H 1.807 3.823 -4.879
H 4.009 5.493 -3.671
H 3.719 4.928 -5.359
H 4.967 4.896 -1.393
H 6.083 5.234 -2.685
H 6.587 3.625 -0.140
H 7.736 3.631 -1.507
H 7.334 5.145 -0.642
H 6.897 2.559 -6.302
H 8.062 3.707 -5.698
H 7.875 2.549 -3.398
H 7.069 1.242 -4.232
H 8.727 1.721 -4.696
C -2.347 -3.507 0.667
N -0.909 -3.411 0.550
C -0.330 -2.098 0.812
P 0.145 -4.727 0.787
O 0.792 -4.478 2.101
N -0.670 -6.192 1.081
C -1.968 -6.557 0.544
C -0.443 -6.836 2.370
N 0.358 -5.112 -0.867
C 1.432 -6.111 -1.069
C 0.599 -4.001 -1.806
H -2.759 -4.207 -0.060
H -2.817 -2.554 0.421
H -2.673 -3.798 1.675
H 0.420 -1.851 0.055
H 0.153 -2.042 1.793
H -1.084 -1.315 0.764
H -2.793 -6.144 1.136
H -2.076 -7.645 0.545
H -2.077 -6.239 -0.492
H -1.023 -6.373 3.178
H 0.606 -6.801 2.645
H -0.727 -7.889 2.302
H 2.421 -5.706 -0.833
H 1.433 -6.444 -2.106
H 1.257 -6.982 -0.440
H 1.446 -3.370 -1.520
H -0.288 -3.379 -1.899
H 0.804 -4.415 -2.794
C -5.720 -2.489 2.303
N -6.849 -3.382 2.471
C -7.442 -3.902 1.246
P -7.086 -4.346 3.858
O -6.761 -5.729 3.426
N -5.917 -4.080 5.065
C -5.245 -2.822 5.324
C -5.065 -5.208 5.430
N -8.204 -3.309 4.635
C -8.825 -3.951 5.816
C -9.288 -2.731 3.821
H -5.710 -1.713 3.069
H -5.798 -1.939 1.365
H -4.760 -3.017 2.308
H -8.536 -3.854 1.290
H -7.163 -4.942 1.052
H -7.134 -3.305 0.389
H -4.388 -2.666 4.659
H -4.870 -2.807 6.351
H -5.925 -1.976 5.234
H -4.256 -5.373 4.708
H -5.642 -6.125 5.506
H -4.620 -5.021 6.409
H -9.485 -4.778 5.536
H -9.407 -3.216 6.372
H -8.054 -4.336 6.482
H -9.877 -3.484 3.291
H -8.887 -2.022 3.101
H -9.960 -2.175 4.476
```

***

No. 2
DFT (ωB97M-V with the def2-TZVPD basis set) results for C27H67BN3O3Sn as an isolated structure in a non-equilibrium geometry.

Calculated values
Gap between HOMO and LUMO (spin up / spin down) in hartree: 0.22124 / 0.24315
Max |F| in eV/A: 4.48
Spin multiplicity: 2
Total energy in eV: -46199.840
LUMO (spin up / spin down) in Eh: -0.0392 / -0.0350
Net charge: 0

The geometry in XYZ format:
```
102
C27H67BN3O3Sn (ωB97M-V with the def2-TZVPD basis set)
Sn 0.864 -4.006 -1.471
B -0.533 -2.250 0.548
H -0.909 -1.577 1.303
H -1.176 -3.117 0.532
H -0.510 -1.693 -0.375
H 0.452 -2.528 0.891
C -4.219 2.587 -3.341
C -3.338 1.508 -4.086
N -1.907 1.946 -4.302
C -1.183 2.209 -3.037
C -1.255 1.031 -2.002
C -1.836 3.043 -5.292
C -0.381 3.183 -5.795
H -4.225 3.565 -3.823
H -3.984 2.803 -2.299
H -5.252 2.243 -3.307
H -3.304 0.553 -3.562
H -3.877 1.386 -5.026
H -0.113 2.214 -3.244
H -1.457 3.172 -2.607
H -1.302 0.056 -2.487
H -0.350 1.131 -1.403
H -2.156 1.119 -1.395
H -2.203 3.970 -4.851
H -2.399 2.777 -6.187
H 0.308 3.585 -5.052
H -0.368 3.858 -6.651
H 0.093 2.259 -6.127
C 0.390 3.561 0.610
C 0.796 3.637 2.036
N 1.600 2.539 2.576
C 2.919 2.433 2.017
C 3.911 1.693 2.904
C 0.920 1.224 2.596
C -0.388 1.342 3.406
H 1.141 3.749 -0.157
H -0.354 4.335 0.419
H -0.107 2.625 0.351
H 1.357 4.549 2.238
H -0.077 3.733 2.682
H 2.812 1.987 1.028
H 3.376 3.397 1.793
H 3.960 2.176 3.880
H 3.671 0.634 2.999
H 4.873 1.667 2.392
H 1.492 0.508 3.186
H 0.661 0.863 1.601
H -1.201 1.940 2.992
H -0.175 1.821 4.362
H -0.807 0.381 3.705
C 2.273 -0.134 -0.961
C 2.979 -1.023 0.118
N 3.575 -2.267 -0.380
C 4.183 -3.133 0.645
C 3.203 -3.430 1.787
C 4.495 -2.068 -1.539
C 5.736 -1.214 -1.166
H 1.939 0.734 -0.392
H 1.476 -0.660 -1.488
H 2.963 0.270 -1.702
H 3.768 -0.545 0.699
H 2.276 -1.304 0.903
H 4.588 -4.021 0.160
H 5.072 -2.712 1.115
H 3.423 -4.415 2.198
H 3.326 -2.723 2.607
H 2.155 -3.488 1.491
H 3.945 -1.589 -2.349
H 4.830 -3.027 -1.933
H 6.237 -1.714 -0.337
H 5.437 -0.222 -0.828
H 6.419 -0.944 -1.972
C -3.457 -3.487 -4.134
C -2.628 -2.732 -3.132
O -1.393 -2.747 -3.229
C -3.343 -1.956 -1.993
H -3.940 -4.310 -3.608
H -3.011 -3.755 -5.091
H -4.314 -2.869 -4.399
H -3.644 -0.941 -2.249
H -2.732 -1.855 -1.096
H -4.230 -2.539 -1.743
C -4.643 0.434 0.100
C -3.681 0.639 1.189
O -3.258 1.782 1.379
C -3.456 -0.429 2.259
H -4.401 1.020 -0.787
H -5.665 0.635 0.424
H -4.633 -0.635 -0.111
H -2.834 -0.028 3.059
H -2.923 -1.253 1.786
H -4.380 -0.754 2.738
C 0.389 -1.684 6.897
C 0.904 -1.639 5.501
O 1.863 -0.939 5.231
C 0.169 -2.548 4.551
H 0.294 -2.734 7.175
H -0.579 -1.184 6.935
H 1.159 -1.247 7.532
H 0.533 -2.597 3.524
H -0.884 -2.269 4.517
H 0.172 -3.570 4.931
```

***

No. 3
DFT (ωB97M-V with the def2-TZVPD basis set) results for a 7-piece molecular cluster, C27H67NO9 overall in a non-equilibrium geometry.

Calculated values
Gap between HOMO and LUMO in hartree: 0.36773
Max |F| in eV/A: 2.28
Total energy in eV: -49002.787
LUMO in Eh: 0.0255
Energy above the lowest of the compared OMol25 structures with the same formula, charge and spin in kcal per mole: 0.0
Net charge: 0

The geometry in XYZ format:
```
104
C27H67NO9 (ωB97M-V with the def2-TZVPD basis set)
C 3.268 0.562 -0.412
C 3.116 -0.811 0.201
O 3.740 -1.103 1.229
O 2.235 -1.718 -0.287
C 1.638 -1.596 -1.591
C 0.411 -0.692 -1.632
C -0.582 -1.018 -0.506
C -0.324 -0.158 0.727
C -1.225 1.055 0.857
O -1.363 1.826 -0.323
C -0.223 2.569 -0.649
C -0.240 2.827 -2.152
N 1.104 2.780 -2.747
H 3.114 0.640 -1.480
H 2.625 1.248 0.130
H 4.284 0.882 -0.209
H 1.315 -2.604 -1.840
H 2.365 -1.317 -2.349
H 0.735 0.344 -1.589
H -0.058 -0.879 -2.597
H -0.418 -2.058 -0.220
H -1.614 -0.945 -0.834
H -0.448 -0.718 1.650
H 0.722 0.148 0.707
H -0.894 1.657 1.703
H -2.221 0.711 1.105
H 0.696 2.047 -0.376
H -0.231 3.520 -0.109
H -0.707 3.785 -2.357
H -0.866 2.043 -2.576
H 1.717 2.218 -2.170
H 1.049 2.298 -3.633
C -4.716 2.369 -0.721
C -4.830 0.881 -1.010
C -6.279 0.464 -1.205
O -4.232 0.124 0.047
H -5.254 2.617 0.199
H -3.672 2.648 -0.584
H -5.139 2.962 -1.534
H -4.254 0.638 -1.904
H -6.857 0.661 -0.300
H -6.342 -0.606 -1.411
H -6.744 1.006 -2.026
H -4.718 0.320 0.853
C -10.715 -0.322 -1.423
C -9.937 0.441 -0.363
C -10.846 0.935 0.752
O -9.234 1.535 -0.953
H -11.462 0.328 -1.887
H -10.046 -0.670 -2.211
H -11.228 -1.184 -0.996
H -9.166 -0.207 0.057
H -11.597 1.622 0.354
H -10.271 1.476 1.504
H -11.363 0.107 1.239
H -9.887 2.130 -1.335
C 3.245 5.092 0.455
C 4.330 4.438 -0.388
C 5.091 5.461 -1.216
O 3.757 3.441 -1.234
H 2.513 5.588 -0.188
H 2.712 4.343 1.043
H 3.666 5.833 1.136
H 5.026 3.907 0.263
H 4.413 5.970 -1.906
H 5.863 4.973 -1.812
H 5.564 6.212 -0.581
H 3.128 3.880 -1.822
C 6.044 -3.785 3.693
C 4.532 -3.951 3.690
C 4.034 -4.516 2.368
O 3.895 -2.703 3.966
H 6.349 -3.086 2.910
H 6.383 -3.380 4.647
H 6.548 -4.737 3.519
H 4.238 -4.615 4.505
H 4.276 -3.837 1.549
H 2.950 -4.629 2.386
H 4.484 -5.489 2.161
H 4.136 -2.096 3.256
C 4.307 -3.761 -3.104
C 3.225 -4.708 -3.595
C 3.810 -6.013 -4.111
O 2.439 -4.079 -4.609
H 4.988 -3.497 -3.918
H 3.862 -2.837 -2.741
H 4.892 -4.206 -2.299
H 2.532 -4.920 -2.779
H 4.473 -5.822 -4.960
H 3.018 -6.678 -4.455
H 4.383 -6.525 -3.337
H 3.022 -3.878 -5.347
C 1.524 -0.669 4.052
C 0.990 0.739 3.854
C 1.507 1.707 4.907
O -0.439 0.726 3.831
H 1.211 -1.063 5.023
H 1.137 -1.339 3.285
H 2.606 -0.685 4.011
H 1.282 1.090 2.861
H 1.183 1.393 5.902
H 1.113 2.710 4.733
H 2.596 1.754 4.900
H -0.774 0.431 4.683
```

***

No. 4
DFT (ωB97M-V with the def2-TZVPD basis set) results for a 6-piece molecular cluster, C27H68N7O10 overall in a non-equilibrium geometry.

Calculated values
Gap between HOMO and LUMO in hartree: 0.31570
Max |F| in eV/A: 9.32
Total energy in eV: -59990.765
LUMO in Eh: -0.1057
Net charge: +1

The geometry in XYZ format:
```
112
C27H68N7O10 (ωB97M-V with the def2-TZVPD basis set)
N -1.165 3.659 0.570
C -0.463 3.190 -0.685
C -0.655 1.555 -0.980
O -1.195 1.484 -2.367
C 0.832 0.893 -0.802
N 0.883 -0.612 -0.804
C 0.223 -1.370 -1.927
N 0.318 -1.310 -3.293
C 1.228 -0.296 -3.948
O 2.586 -0.455 -3.402
O 3.200 0.687 -3.575
N -0.621 -2.382 -1.192
C -2.028 -2.639 -1.660
C -3.217 -2.218 -0.616
N -4.471 -1.973 -1.481
N -2.986 -0.930 0.143
N -3.613 -3.293 0.377
C -0.256 -2.684 0.240
C 0.714 -1.347 0.506
C 0.051 -0.605 1.805
C 1.222 -0.200 2.928
O 1.064 -1.149 4.080
C 2.373 -1.015 4.785
O 2.544 -0.165 5.825
H -1.079 4.704 0.649
H -2.172 3.400 0.490
H 0.688 3.424 -0.551
H -0.818 3.816 -1.629
H -1.461 1.196 -0.212
H -1.756 0.631 -2.402
H 1.528 1.326 -1.669
H 1.309 1.306 0.208
H -0.243 -1.987 -3.873
H 1.221 -0.471 -5.120
H 0.897 0.831 -3.788
H 3.908 0.503 -4.273
H -2.169 -2.063 -2.679
H -2.115 -3.805 -1.879
H -4.265 -1.250 -2.215
H -4.641 -2.924 -1.924
H -3.714 -0.198 -0.096
H -2.915 -1.071 1.175
H -4.155 -2.865 1.177
H -4.134 -4.082 -0.063
H 0.585 -3.517 0.102
H -1.082 -2.931 1.031
H 1.783 -1.811 0.757
H -0.522 0.390 1.581
H -0.716 -1.288 2.415
H 0.998 0.890 3.297
H 2.247 -0.335 2.380
H 3.329 -1.599 4.436
C -0.355 4.303 -6.515
C 0.436 3.243 -5.765
C 1.859 3.703 -5.493
O 0.467 2.044 -6.535
H 0.101 4.518 -7.488
H -1.374 3.953 -6.714
H -0.411 5.233 -5.942
H -0.063 3.012 -4.818
H 2.394 3.897 -6.430
H 2.421 2.926 -4.964
H 1.871 4.616 -4.889
H 0.908 2.239 -7.378
C -1.778 -0.170 5.108
C -3.003 -1.041 4.878
C -3.550 -1.585 6.188
O -2.656 -2.128 4.023
H -0.971 -0.745 5.576
H -1.388 0.204 4.156
H -2.016 0.684 5.750
H -3.778 -0.459 4.369
H -2.806 -2.210 6.694
H -4.424 -2.220 6.006
H -3.841 -0.774 6.862
H -1.968 -2.651 4.467
C 2.061 -5.958 6.947
C 1.246 -5.456 5.765
C 2.077 -4.559 4.861
O 0.118 -4.729 6.244
H 2.413 -5.123 7.563
H 1.447 -6.592 7.596
H 2.928 -6.535 6.612
H 0.867 -6.308 5.191
H 2.430 -3.675 5.403
H 1.474 -4.195 4.022
H 2.944 -5.094 4.463
H 0.445 -3.970 6.756
C 6.310 -1.164 -1.335
C 5.814 -1.248 -2.770
C 6.126 -2.602 -3.386
O 6.433 -0.223 -3.544
H 7.397 -1.293 -1.288
H 6.089 -0.180 -0.909
H 5.840 -1.930 -0.710
H 4.733 -1.071 -2.797
H 7.207 -2.782 -3.411
H 5.775 -2.644 -4.423
H 5.651 -3.411 -2.822
H 7.393 -0.372 -3.525
C -4.591 4.942 -1.027
C -3.616 6.074 -0.747
C -4.209 7.422 -1.123
O -2.419 5.861 -1.492
H -4.841 4.894 -2.093
H -4.146 3.976 -0.763
H -5.517 5.068 -0.456
H -3.346 6.074 0.314
H -4.446 7.462 -2.192
H -3.492 8.226 -0.928
H -5.123 7.623 -0.556
H -2.649 5.859 -2.436
```